Below is 2 unconnected molecules or ions with the total composition C3H7N2O2S in a non-equilibrium geometry, with properties calculated with ωB97M-V/def2-TZVPD.

Results
Net charge = +1
HOMO energy (alpha / beta) = -0.493 / -0.494 Eh

Positions of all 15 atoms, in Å:
C: -0.2068 -0.0145 -0.7047
C: -0.0810 1.2281 -0.2212
C: -0.8806 -1.2434 -0.8698
N: -0.2431 2.3815 -0.9781
N: 0.5851 1.5038 0.8960
O: 0.4073 -3.4982 0.6749
O: 1.0776 -1.4340 1.7737
S: 1.2871 -2.8560 1.6132
H: -2.0326 -1.2876 -1.0512
H: -0.5019 -1.6142 0.1290
H: -0.3273 -1.8990 -1.5811
H: -0.4360 2.2304 -1.9748
H: 0.2640 3.2530 -0.6314
H: 0.6372 0.7681 1.6495
H: 0.4510 2.4821 1.2760

Löwdin atomic charge list, values in e, 4 entries: 0.155, -0.437, -0.052, 0.137